Entry 1:
The following is a quantum chemistry calculation of C7H12N2O in the gas phase, from the Open Molecules 2025 dataset.

SMILES ... CN(C)[C@H]1C[C@@]1(C)N=C=O
LUMO ... 0.835 eV
HOMO-LUMO gap ... 9.4 eV
HOMO energy ... -8.61 eV

```
! RIJCOSX wB97M-V def2-TZVPD def2/J DEFGRID3
* xyz 0 1
C -0.81805 -1.04630 -1.59068
N -0.46048 -0.92771 -0.18334
C -1.20503 -1.86417 0.64385
C -0.51773 0.47225 0.27611
C 0.04869 0.80809 1.60876
C 0.84708 1.10628 0.21922
C 1.07697 2.52147 -0.22668
N 1.86949 0.21590 -0.09584
C 1.72063 -0.99954 -0.24871
O 2.09829 -2.09453 -0.39950
H -0.22694 -0.33761 -2.16728
H -0.59490 -2.05561 -1.93123
H -1.88484 -0.84767 -1.75794
H -2.28832 -1.77833 0.47970
H -0.87618 -2.87193 0.40817
H -0.99851 -1.65534 1.69376
H -1.37347 1.05237 -0.06994
H -0.39567 1.61971 2.16451
H 0.55853 0.06200 2.19751
H 1.92097 2.94772 0.30982
H 1.30376 2.54592 -1.29085
H 0.19573 3.12704 -0.03944
*
```

Atom charges from the Löwdin analysis, given in e for atoms 1 to 2: number 1, C, carries -0.064; number 2, N, carries -0.254

Entry 2:
The following is a quantum chemistry calculation of a molecular structure, C46H65FIrN4O5PSb2Si, from the Open Molecules 2025 dataset.

LUMO (spin up / spin down) ... -4.043 / -3.840 eV
HOMO-LUMO gap (spin up / spin down) ... 4.6 / 4.8 eV
HOMO energy (spin up / spin down) ... -8.63 / -8.66 eV

```
! RIJCOSX wB97M-V def2-TZVPD def2/J DEFGRID3
* xyz 1 2
Ir -0.64752 0.73018 0.46451
C -3.29748 3.82253 1.09552
Sb -3.14218 1.68396 0.83856
C -3.89735 1.10005 2.74925
C -4.96350 1.38660 -0.38097
C -5.92809 0.47379 0.26012
C -6.80638 0.98173 1.21481
C -7.70096 0.16928 1.88622
C -7.74647 -1.18584 1.59541
C -6.90493 -1.70053 0.63068
C -5.99256 -0.89528 -0.05105
C -5.10519 -1.51315 -1.05755
Sb -3.07620 -1.76032 -0.20936
C -3.89248 -3.01342 1.37199
C -2.48496 -3.37113 -1.54592
H -4.28372 4.08101 1.47437
H -3.12540 4.33370 0.15064
H -2.54305 4.13036 1.81158
H -4.86997 1.54922 2.92275
H -3.19041 1.45559 3.49039
H -3.98127 0.01989 2.81532
H -4.63938 1.03999 -1.35732
H -5.38201 2.38379 -0.48676
H -6.78932 2.04234 1.42458
H -8.35749 0.58562 2.63334
H -8.43718 -1.83367 2.11462
H -6.95859 -2.75159 0.38419
H -5.02942 -0.93235 -1.97433
H -5.43485 -2.52245 -1.29528
H -4.50023 -3.78516 0.90949
H -4.52642 -2.40176 2.00674
H -3.11411 -3.47574 1.96816
H -2.78374 -4.32698 -1.13253
H -1.40881 -3.35132 -1.67663
H -2.96020 -3.22799 -2.51082
O -0.83506 2.20525 2.24680
C 0.14781 2.71568 2.91973
C 1.48796 2.31602 2.91740
C 2.46328 3.14841 3.51260
C 3.80692 2.88159 3.38896
C 4.26925 1.77284 2.66802
C 3.32890 0.88662 2.16441
C 1.97878 1.10402 2.31646
O 1.11464 0.07762 1.98782
N 4.75294 3.76864 4.00826
O 4.31594 4.64996 4.72189
O 5.93114 3.58178 3.78311
H -0.11459 3.58401 3.52746
H 2.15118 4.01945 4.06698
H 5.32656 1.60863 2.55453
H 3.64587 -0.01921 1.66976
O 0.48880 -0.48028 -1.04313
P 1.18143 -1.05706 -2.22885
N 0.08065 -1.36635 -3.42356
C 0.19198 -2.24734 -4.58552
C -0.68968 -1.59898 -5.65531
C -1.71778 -0.83410 -4.82632
C -0.86289 -0.28393 -3.69488
N 1.84139 -2.52425 -1.78544
C 2.60497 -3.35378 -2.72033
C 3.58471 -4.14155 -1.84988
C 3.82933 -3.19278 -0.67751
C 2.43042 -2.63357 -0.44478
N 2.27759 0.06735 -2.80577
C 2.67502 0.29172 -4.19200
C 4.10296 0.82824 -4.09734
C 4.08857 1.57232 -2.76457
C 3.24930 0.65441 -1.88328
H -0.19167 -3.23776 -4.31770
H 1.21963 -2.36325 -4.93040
H -1.14204 -2.33441 -6.31583
H -0.10662 -0.90304 -6.25974
H -2.45856 -1.52348 -4.42226
H -2.22292 -0.05223 -5.38760
H -1.43050 -0.06607 -2.78585
H -0.34704 0.63010 -4.01492
H 3.15021 -2.72687 -3.43353
H 1.93483 -4.01477 -3.27279
H 4.49551 -4.39692 -2.38697
H 3.12055 -5.06162 -1.49004
H 4.52278 -2.40438 -0.97620
H 4.22319 -3.70144 0.19908
H 2.41109 -1.66828 0.06129
H 1.84128 -3.34718 0.14052
H 2.01912 1.04520 -4.64798
H 2.61119 -0.61558 -4.79524
H 4.35723 1.46901 -4.93784
H 4.81591 0.00371 -4.06226
H 3.58834 2.53261 -2.87887
H 5.08424 1.73504 -2.36092
H 2.73050 1.18687 -1.08270
H 3.88285 -0.12197 -1.44086
F 2.63713 7.45727 -3.03768
C 1.97298 6.41127 -2.52780
C 1.89504 5.23562 -3.26872
C 1.20068 4.16922 -2.76146
C 0.54649 4.24944 -1.49863
C -0.19750 3.20186 -0.99294
C 0.66216 5.47416 -0.77710
C 1.37043 6.53255 -1.27864
H 2.37773 5.19236 -4.23180
H 1.12981 3.24798 -3.32189
H -0.29771 2.28126 -1.55145
H -0.71727 3.33134 -0.05836
H 0.17622 5.55067 0.18334
H 1.46541 7.45923 -0.73585
C -0.34360 -2.24610 1.89912
Si 0.64744 -1.12009 3.06857
C -0.46857 -0.31812 4.38685
C 1.95664 -2.21674 3.89812
C 1.49910 -3.01856 4.94649
C 2.33063 -3.92738 5.57324
C 3.65063 -4.04996 5.17415
C 4.11851 -3.27423 4.12900
C 3.27635 -2.37968 3.49334
H -0.03139 -3.28274 1.98130
H -0.22903 -1.93530 0.86314
H -1.38983 -2.18845 2.17581
H -1.09627 -1.05284 4.88007
H -1.12454 0.41783 3.93048
H 0.12086 0.18427 5.14986
H 0.47611 -2.92623 5.27576
H 1.94429 -4.53914 6.37279
H 4.30498 -4.74637 5.67489
H 5.14355 -3.36400 3.80391
H 3.65697 -1.79601 2.67129
*
```

Atom charges from the Löwdin analysis, given in e for atoms 1 to 2: number 1, Ir, carries 0.586; number 2, C, carries -0.287

Entry 3:
The following is a quantum chemistry calculation of a molecular structure, C20H24F4N2S7Ti, from the Open Molecules 2025 dataset.

LUMO (spin up / spin down) ... 4.137 / 4.134 eV
HOMO-LUMO gap (spin up / spin down) ... 3.6 / 5.0 eV
HOMO energy (spin up / spin down) ... 0.56 / -0.85 eV

```
! RIJCOSX wB97M-V def2-TZVPD def2/J DEFGRID3
* xyz -2 3
Ti 0.31956 -0.13144 0.86070
C 0.62974 -2.75703 -1.26169
C -0.67380 -2.72585 -0.47084
N -1.18179 -1.36613 -0.17094
C -1.56073 -0.62256 -1.38867
C -2.58496 -1.28851 -2.31557
C -2.30041 -1.44577 0.77581
C -2.59001 -0.06945 1.40516
N -1.42116 0.78946 1.30001
C -1.59591 2.10368 1.36707
C -0.47874 2.93409 1.04236
F 0.69648 2.27231 0.88780
C -0.55485 4.28615 0.88924
F 0.53967 4.99419 0.54534
C -1.75137 4.97217 1.08980
C -2.82589 4.21622 1.52405
F -3.98784 4.85645 1.80465
C -2.76811 2.85367 1.69744
F -3.85857 2.25011 2.24606
H 0.99849 -3.78222 -1.33773
H 0.50617 -2.36947 -2.27525
H 1.38135 -2.15718 -0.74516
H -1.44472 -3.30055 -1.00715
H -0.49457 -3.20444 0.49159
H -1.94691 0.34753 -1.07551
H -0.66274 -0.42854 -1.96147
H -3.54151 -1.47156 -1.82106
H -2.75849 -0.61219 -3.15417
H -2.21021 -2.23004 -2.72107
H -3.20865 -1.82419 0.28467
H -2.02567 -2.15212 1.55547
H -3.43643 0.39282 0.88253
H -2.88002 -0.21264 2.45100
H -1.82269 6.03815 0.94225
C 1.72648 -2.65283 4.72887
C 1.66016 -1.77205 3.49582
S 0.07370 -1.66795 2.73326
C 2.71796 -1.13020 2.97904
C 4.09013 -1.18292 3.60309
S 2.61939 -0.18469 1.50039
H 0.73211 -3.04226 4.93906
H 2.07520 -2.10245 5.60934
H 2.40218 -3.50156 4.57294
H 4.11749 -1.83705 4.47859
H 4.40360 -0.17850 3.90233
H 4.81836 -1.53933 2.86946
C 0.37320 3.00316 -4.01510
S -0.12553 1.30578 -4.43756
C 1.35551 0.40000 -4.15754
C 1.94944 0.18716 -2.94738
S 1.47074 0.80108 -1.42864
S 3.43729 -0.77011 -3.05273
C 3.46221 -1.03883 -4.76742
S 4.64339 -1.89780 -5.55089
S 2.10812 -0.31986 -5.57581
H -0.43684 3.66167 -4.32623
H 1.29006 3.24601 -4.54820
H 0.53096 3.05841 -2.94140
*
```

Atom charges from the Löwdin analysis, given in e for atoms 1 to 2: number 1, Ti, carries 0.223; number 2, C, carries -0.085

Entry 4:
The following is a quantum chemistry calculation of C24H38N2O3 in the gas phase, from the Open Molecules 2025 dataset.

SMILES ... CCCCOc1ccc(C(=O)NCC2(N3CCCCC3)CCCCC2)cc1OC
LUMO ... 0.830 eV
HOMO-LUMO gap ... 8.9 eV
HOMO energy ... -8.10 eV

```
! RIJCOSX wB97M-V def2-TZVPD def2/J DEFGRID3
* xyz 0 1
C -9.33935 -1.56275 -0.66867
C -8.22355 -0.54297 -0.47687
C -6.87073 -1.22127 -0.28344
C -5.75207 -0.20229 -0.09060
O -4.54895 -0.93156 0.07715
C -3.34406 -0.31915 0.19199
C -2.26341 -1.19941 0.22339
C -0.96034 -0.76537 0.34932
C -0.70036 0.59590 0.44263
C 0.65743 1.19831 0.55819
O 0.86682 2.37174 0.29231
N 1.63118 0.37340 1.00228
C 3.00219 0.79080 1.12695
C 3.94368 0.25552 0.01235
N 3.83960 -1.22055 0.07424
C 5.03829 -2.03608 0.04879
C 4.73677 -3.41983 0.63034
C 3.63958 -4.11534 -0.16343
C 2.42837 -3.19442 -0.21107
C 2.83891 -1.83631 -0.78056
C 5.36716 0.74235 0.34111
C 5.53709 2.25808 0.24559
C 5.17817 2.74847 -1.15023
C 3.75445 2.33363 -1.49259
C 3.56706 0.82291 -1.37193
C -1.77127 1.48533 0.39706
C -3.08536 1.06399 0.28239
O -4.14706 1.93344 0.25623
C -3.88360 3.31450 0.31846
H -9.14598 -2.17919 -1.54363
H -9.41341 -2.21446 0.19892
H -10.29508 -1.06243 -0.80529
H -8.17698 0.11394 -1.34825
H -8.44384 0.07842 0.39392
H -6.90267 -1.87508 0.58982
H -6.63599 -1.83905 -1.15206
H -5.95130 0.41615 0.79146
H -5.68222 0.45250 -0.96627
H -2.48824 -2.25132 0.14213
H -0.16938 -1.49971 0.34360
H 1.41956 -0.57957 1.24107
H 3.38664 0.43904 2.08860
H 2.98857 1.88005 1.11668
H 5.81436 -1.58694 0.66378
H 5.43228 -2.15729 -0.97817
H 4.41154 -3.29773 1.66499
H 5.65112 -4.01609 0.62625
H 3.38135 -5.07167 0.29554
H 3.98892 -4.31150 -1.18002
H 1.63857 -3.62438 -0.83048
H 2.04021 -3.06068 0.80117
H 1.95945 -1.19928 -0.84889
H 3.22211 -1.99256 -1.80569
H 6.06294 0.29314 -0.37017
H 5.64112 0.41949 1.34767
H 4.91586 2.76364 0.98481
H 6.57809 2.50327 0.47074
H 5.27646 3.83424 -1.20472
H 5.87014 2.31239 -1.87586
H 3.04436 2.84069 -0.83877
H 3.51905 2.63028 -2.51741
H 2.52445 0.60478 -1.60173
H 4.18991 0.32311 -2.11929
H -1.52680 2.53369 0.45635
H -3.39440 3.58940 1.25794
H -4.85925 3.79584 0.26504
H -3.26791 3.64602 -0.52298
*
```

Atom charges from the Löwdin analysis, given in e for atoms 1 to 2: number 1, C, carries -0.117; number 2, C, carries -0.273

Entry 5:
The following is a quantum chemistry calculation of 3 unconnected molecules or ions with the total composition C8H14FN2O, from the Open Molecules 2025 dataset.

LUMO ... -3.975 eV
HOMO-LUMO gap ... 9.5 eV
HOMO energy ... -13.45 eV

```
! RIJCOSX wB97M-V def2-TZVPD def2/J DEFGRID3
* xyz 1 1
C 1.68306 2.35767 -0.30192
C 1.86484 1.51251 -1.38617
C -0.43083 1.25721 0.09153
C 0.51441 2.21451 0.43357
C 0.90447 0.56789 -1.68330
C -1.17779 -0.55705 -1.29171
C 2.91092 -1.59038 1.56092
C -4.15244 -0.01268 1.15867
N -3.29933 0.88904 0.97690
N -0.20971 0.46036 -0.95221
O 2.97489 -0.65504 0.49869
F 0.27894 2.99131 1.47672
H 2.41230 3.10360 -0.02664
H 2.75121 1.58014 -1.99429
H -1.37153 1.14140 0.63703
H 1.02093 -0.11352 -2.51063
H -1.97673 -0.56373 -0.55656
H -1.60566 -0.35669 -2.27324
H -0.69856 -1.53520 -1.32095
H 1.92962 -2.05586 1.51252
H 3.02616 -1.09635 2.52898
H 3.67486 -2.36215 1.45831
H -5.15543 0.12613 1.56031
H -3.88189 -1.03309 0.91176
H 3.87775 -0.31660 0.46615
H -3.61079 1.82469 1.23938
*
```

Atom charges from the Löwdin analysis, given in e for atoms 1 to 2: number 1, C, carries 0.068; number 2, C, carries -0.005

Which energy above the lowest of the compared OMol25 structures with the same formula, charge and spin belongs to each record? In order, 35.58 0.00 31.98 4.00 0.00 kcal/mol.